(1)
89
Properties=species:S:1:pos:R:3:forces:R:3:mulliken_charge:R:1 method="wB97M-V/def2-TZVPD" spin_multiplicity=1 charge=+1 fmax_ev_per_a=2.36 total_energy_ev=-2420495.636 homo_energy_ha=-0.4136
N 3.024558 -6.304911 1.517933 -0.6 1.7 0.6 -0.4630
C 2.551980 -5.286066 1.837044 0.7 -2.2 -0.5 0.6442
O 1.968513 -4.164172 2.113219 0.5 0.0 0.0 -0.4501
C 1.194288 -3.645045 1.057619 -0.6 1.4 -0.4 -1.0021
C 0.028079 -4.486630 0.588627 -0.3 -0.7 0.1 0.6932
C -1.281891 -4.006782 1.248343 0.0 0.2 -0.6 -1.8071
C -2.141962 -2.896455 0.631415 -0.2 -0.1 0.2 0.9060
C -3.547411 -3.339127 0.226804 0.7 -0.5 0.0 -0.7199
C -3.709202 -4.472822 -0.746308 -0.4 0.2 -0.5 -0.7926
O -3.918057 -3.936603 -2.047641 0.4 0.1 -0.2 -0.5789
C 0.261971 -4.791020 -0.907538 0.9 0.2 -0.1 -0.3270
Br -0.632807 -3.746181 -2.262227 -0.2 0.1 0.1 -0.0131
C 1.768558 -4.544867 -1.095438 -0.6 0.0 0.3 -0.9470
N 1.976164 -3.362074 -0.198548 0.7 -0.6 -0.6 0.0123
P 3.615027 -2.574815 -0.057770 0.8 1.7 1.0 -0.0386
N 3.437655 -1.195172 0.591841 0.0 -0.5 -0.3 -0.3918
H 0.867809 -2.688829 1.427722 0.0 0.4 0.3 0.4370
H 0.170096 -5.467845 1.025595 0.3 -0.4 0.3 0.3999
H -0.966688 -3.662418 2.221610 0.1 0.0 0.5 0.6499
H -1.889133 -4.872883 1.447951 -0.3 -0.4 -0.1 0.7619
H -2.319247 -2.186800 1.425448 0.1 0.4 0.2 -0.6584
H -1.646143 -2.340910 -0.148511 0.2 0.1 -0.4 0.4863
H -4.091897 -2.480634 -0.133668 -0.3 0.3 -0.2 0.5552
H -4.034662 -3.630602 1.145076 0.1 -0.3 -0.3 -0.1641
H -2.878145 -5.173984 -0.728051 0.4 -0.1 0.0 0.2583
H -4.594975 -5.029083 -0.471525 -0.3 -0.3 0.1 0.4463
H -3.818983 -4.644466 -2.689117 -0.1 0.0 -0.1 0.3219
H 0.140373 -5.839135 -1.097560 -0.8 -0.4 -0.3 0.5810
H 2.031875 -4.261496 -2.094862 0.1 0.0 -0.5 0.5377
H 2.334247 -5.404755 -0.780339 0.4 -0.1 0.3 0.4066
H 1.437443 -2.628958 -0.680777 -0.1 0.3 0.2 0.5444
H 4.323972 -3.455635 0.754458 -0.3 -0.7 -0.3 0.1383
H 4.162382 -2.554054 -1.347096 -0.3 -0.8 -0.2 0.2161
H 3.732348 -0.443097 -0.020256 -0.2 0.3 0.2 0.2359
C 6.958645 1.420034 0.438321 0.0 0.2 -0.1 -0.4056
Br 6.799294 -0.493632 0.247634 0.1 0.0 0.0 -0.0260
Br 7.661576 2.224387 -1.150347 0.0 0.0 0.0 0.1163
Br 5.293670 2.245466 0.959569 0.0 -0.1 0.0 -0.0179
H 7.661242 1.593858 1.238878 0.0 0.0 0.1 0.3850
C -4.874548 -0.636463 3.171356 -0.1 0.1 0.1 0.0025
Br -4.853017 -2.549240 2.948952 -0.4 0.4 0.9 0.0343
Br -4.044104 0.258902 1.687784 0.0 -0.1 -0.1 0.0485
Br -6.638302 0.035672 3.466909 -0.1 -0.1 -0.1 0.0757
H -4.290665 -0.415133 4.051056 0.1 0.0 0.0 -0.0589
C -0.208240 0.601520 2.239179 -0.2 0.1 -0.2 -0.1790
Br -1.153198 2.036627 3.068962 0.2 0.2 0.2 -0.0073
Br 1.617746 0.997111 1.818334 -0.2 0.2 0.2 -0.0121
Br -0.343097 -1.009970 3.297412 0.0 -0.1 0.1 -0.0047
H -0.714451 0.407673 1.304716 -0.1 -0.1 0.0 0.2290
C 7.282422 5.559349 -4.147322 0.0 0.0 0.1 -0.3193
Br 8.760469 6.782321 -4.047942 0.0 0.0 0.0 -0.0124
Br 7.877781 3.738388 -4.336909 0.1 0.0 -0.1 -0.0644
Br 6.097592 5.754763 -2.648479 0.0 0.0 0.0 0.0054
H 6.722922 5.804843 -5.036425 0.0 0.0 -0.1 0.3540
C -9.952629 -0.209267 0.288812 -0.1 0.1 0.1 -0.3342
Br -10.199888 -0.324708 2.191746 0.0 0.0 0.0 0.0118
Br -10.536131 1.487810 -0.385708 0.1 0.0 -0.1 -0.0130
Br -8.141699 -0.597281 -0.228991 0.1 -0.1 0.0 -0.0153
H -10.578677 -0.966084 -0.157436 0.0 0.0 0.0 0.3435
C 11.734831 4.887024 -2.745110 0.0 0.0 0.0 0.3893
Br 12.431310 6.253400 -1.590013 0.0 0.0 0.0 -0.0085
Br 12.753001 4.728055 -4.362562 0.0 0.0 -0.1 0.0810
Br 11.581321 3.199255 -1.835938 0.0 -0.1 0.0 -0.0264
H 10.736432 5.184409 -3.024323 -0.1 0.0 0.0 -0.4130
C -6.203557 0.638078 7.876823 -0.1 0.0 0.0 -0.3376
Br -6.404525 2.523023 8.166251 0.0 0.0 0.0 0.0052
Br -7.824086 -0.162325 7.231559 0.0 0.0 0.0 -0.0140
Br -4.710295 0.266751 6.715447 0.1 0.0 0.1 0.0222
H -5.978198 0.184399 8.829001 0.0 0.0 0.0 0.3438
C -4.376887 3.576013 -0.977451 0.0 -0.1 0.1 -0.3745
Br -5.557083 2.065940 -1.046889 -0.2 0.1 -0.1 -0.0077
Br -4.783312 4.729925 0.500213 0.0 0.0 0.0 0.0013
Br -2.537280 2.999280 -0.927735 0.1 0.0 0.0 -0.0127
H -4.511185 4.148624 -1.882004 0.0 0.0 -0.1 0.3704
C -14.331064 0.678632 2.762298 0.1 0.0 0.0 -0.3354
Br -13.441590 2.203074 2.007939 0.0 0.1 0.0 0.0073
Br -14.487110 -0.744141 1.478795 0.0 0.0 0.0 -0.0099
Br -13.467929 0.082592 4.373243 0.0 0.0 0.1 -0.0179
H -15.330444 0.983831 3.029394 -0.1 0.0 0.0 0.3372
C -0.139755 6.890198 -1.533922 0.0 0.0 0.0 -0.3381
Br -0.285497 6.365012 0.307805 0.0 0.0 0.0 0.0082
Br 1.055238 5.736889 -2.503233 0.0 0.0 0.0 0.0045
Br -1.858456 7.004422 -2.385312 0.0 0.0 0.0 -0.0137
H 0.287656 7.880421 -1.549988 0.0 0.1 0.0 0.3381
C 14.427955 2.622019 -7.886496 0.0 0.0 0.0 -0.3485
Br 12.692838 1.907468 -7.466550 0.0 0.0 0.0 -0.0004
Br 14.306261 4.432695 -8.515682 0.0 0.0 0.0 -0.0008
Br 15.624335 2.480198 -6.391606 0.0 0.0 0.0 -0.0007
H 14.836264 2.026177 -8.687475 0.0 0.0 0.0 0.3369


(2)
54
Properties=species:S:1:pos:R:3:forces:R:3:mulliken_charge:R:1 method="wB97M-V/def2-TZVPD" de_lowest_ev=0.000 spin_multiplicity=1 charge=+1 fmax_ev_per_a=2.27 total_energy_ev=-30702.498 homo_energy_ha=-0.4390
O 0.306009 0.118333 -4.267377 -0.1 0.7 -0.9 -0.4278
C 0.234696 1.434768 -4.906988 0.0 0.4 0.1 -0.4634
C 0.020250 0.853975 -6.314649 0.1 -0.2 0.9 -0.8590
H 1.184202 1.977966 -4.781622 -0.4 -0.1 0.1 0.2900
H -0.611527 2.034742 -4.542677 0.3 -0.2 0.1 0.2731
C 0.181912 -0.502853 -5.577927 -0.1 -0.4 -1.2 1.4964
H 0.808889 1.083869 -7.026972 -0.1 0.0 0.0 0.3032
H -0.965009 1.019835 -6.746115 0.1 0.1 0.0 0.3172
C 1.455993 -1.194757 -6.010601 0.1 -0.3 0.2 -1.6374
H 2.296060 -0.496149 -5.977097 0.0 -0.1 -0.1 0.3816
H 1.334435 -1.576841 -7.032326 0.1 0.1 0.2 0.4000
H 1.685029 -2.041619 -5.358012 0.0 0.0 0.0 0.3618
C -1.026357 -1.411169 -5.692748 0.1 -0.2 0.1 -1.6992
H -1.941680 -0.891983 -5.402159 0.0 0.0 0.0 0.3726
H -0.904794 -2.303675 -5.067775 0.0 0.1 0.0 0.3669
H -1.119887 -1.748157 -6.733982 0.0 0.1 0.2 0.4043
Hf -0.017005 -0.008766 3.130007 -0.1 0.8 0.0 1.7594
C -1.843158 -0.622305 4.579751 -1.0 0.7 0.1 -0.5182
C -1.699727 0.780575 4.759878 -1.3 -0.3 -0.2 -0.7094
C -2.042963 1.427159 3.534575 -0.3 -0.7 -0.3 -0.4913
H -1.517104 1.270537 5.712579 0.2 -0.2 -0.5 0.6561
C -2.367420 0.414025 2.574811 -0.5 0.2 0.8 -0.3487
C -2.222417 -0.862831 3.212861 -0.8 0.6 0.2 -0.5678
H -2.470923 -1.819578 2.757870 0.1 0.3 0.2 0.5084
H -1.793410 -1.336101 5.405432 0.2 0.2 -0.6 0.6538
H -2.131395 2.503917 3.393860 0.3 -0.4 -0.1 0.4672
H -2.782220 0.595037 1.580829 0.4 -0.1 0.3 0.5243
C 0.938977 -1.459105 4.794157 0.8 -1.0 -0.7 -0.4296
C 0.185216 -2.292485 3.898168 1.4 -0.6 -0.3 -0.4031
C 0.775805 -2.213021 2.596235 0.7 -0.3 1.1 -0.4981
H -0.604063 -2.985553 4.182772 0.0 0.5 -0.2 0.5947
C 1.951565 -1.387561 2.705838 0.0 -0.3 0.9 -0.4538
C 2.057692 -0.943549 4.062569 0.0 -1.2 -0.5 -0.6574
H 2.917548 -0.433134 4.494203 -0.5 0.2 -0.2 0.5139
H 0.789564 -1.352998 5.865323 -0.1 0.1 -0.4 0.3964
H 0.488607 -2.797429 1.725059 -0.1 0.3 0.2 0.5692
H 2.693893 -1.219989 1.929923 -0.3 0.1 0.1 0.5224
O 0.151740 0.334851 0.995948 0.2 0.7 -1.1 -0.6984
C -0.167570 -0.541430 -0.181449 0.3 0.4 0.4 -0.4690
C -0.368670 0.426089 -1.329322 -0.7 0.0 0.1 -0.2153
H -1.065357 -1.123752 0.058247 0.2 0.2 0.1 0.3102
H 0.683737 -1.216097 -0.330401 -0.1 0.2 0.1 0.2956
C 0.458685 1.664953 -0.985955 0.4 -0.2 0.1 -0.7252
H -1.438224 0.685625 -1.380447 0.3 0.0 -0.1 0.2990
H -0.065739 -0.001523 -2.286286 -0.1 0.0 0.1 0.2076
C 0.431457 1.756967 0.529336 -0.3 -0.5 0.2 -0.4064
H 0.052876 2.569395 -1.447663 0.1 -0.2 0.1 0.4112
H 1.491923 1.524969 -1.322321 -0.2 0.1 0.0 0.2929
H -0.382447 2.390065 0.909701 0.1 -0.3 0.0 0.3068
H 1.381999 2.076037 0.971673 -0.3 -0.2 0.0 0.2941
O 0.692599 1.406704 6.121781 1.2 1.1 -1.6 -0.5252
C 1.158519 1.979047 5.133837 -0.7 -0.8 1.1 -0.0363
O 0.901012 1.606136 3.886016 0.6 0.7 0.7 -0.7012
H 1.838182 2.848858 5.199625 -0.3 -0.2 0.0 0.3908


(3)
55
Properties=species:S:1:pos:R:3:forces:R:3:mulliken_charge:R:1 method="wB97M-V/def2-TZVPD" de_lowest_ev=1.757 smiles="CC[C@H]1CCCCN1CCCNC(=O)CN1C(=O)COc2ccccc21" spin_multiplicity=1 fmax_ev_per_a=0.58 total_energy_ev=-31824.623 homo_energy_ha=-0.2971
C -6.085900 -1.596214 -1.624032 0.1 -0.1 0.1 -1.4415
C -4.962437 -2.263812 -0.840142 0.2 0.2 -0.1 -0.3869
C -3.683100 -1.403342 -0.801570 -0.3 0.1 0.0 -0.2559
C -3.792216 -0.232007 0.183103 -0.2 -0.1 0.0 -0.7426
C -3.759336 -0.696366 1.635842 0.2 0.0 -0.1 -0.8889
C -2.516151 -1.543812 1.878920 -0.2 -0.2 -0.1 -0.1406
C -2.437199 -2.672919 0.857240 0.1 0.1 0.3 -1.0633
N -2.459162 -2.142691 -0.498206 -0.1 0.0 0.1 0.6894
C -2.089536 -3.140793 -1.494585 0.3 -0.3 0.0 -0.9911
C -0.569519 -3.219162 -1.682431 -0.3 0.2 -0.2 -0.7677
C -0.008322 -1.942999 -2.301275 0.2 -0.1 -0.1 -0.7946
N -0.199197 -0.829442 -1.398533 -0.2 -0.2 0.0 0.0979
C 0.694252 0.159013 -1.283234 -0.4 0.3 0.3 1.0081
O 1.721090 0.229086 -1.929479 0.3 0.1 -0.2 -0.7330
C 0.303152 1.233865 -0.253585 0.0 -0.2 -0.2 -1.2473
N 1.385291 1.465100 0.684283 -0.2 -0.1 -0.2 0.2732
C 1.274702 0.899075 1.909904 0.1 0.0 0.3 0.5247
O 0.309252 0.241837 2.253851 0.0 0.0 0.2 -0.6247
C 2.411896 1.210381 2.868528 -0.3 0.0 0.4 -0.4356
O 3.678303 1.285417 2.261445 0.1 -0.1 -0.3 -0.4913
C 3.701859 2.005428 1.097593 0.0 0.3 -0.2 0.2580
C 4.900792 2.585547 0.713390 -0.2 -0.1 0.1 -0.7236
C 4.974404 3.316375 -0.457950 0.0 0.0 0.0 -0.5005
C 3.844382 3.473160 -1.239880 0.0 0.0 0.0 -0.9644
C 2.649067 2.882493 -0.871205 0.0 0.1 0.1 -0.2834
C 2.561871 2.132301 0.294199 0.5 0.2 0.2 1.1351
H -6.386375 -0.660331 -1.159808 -0.1 0.1 0.0 0.3126
H -6.955638 -2.248294 -1.663040 -0.1 0.0 0.0 0.4053
H -5.770501 -1.386332 -2.644250 0.0 0.0 -0.1 0.3472
H -5.307797 -2.474533 0.171854 0.0 -0.1 0.0 0.2605
H -4.726593 -3.218980 -1.315040 0.0 -0.1 0.1 0.4015
H -3.542279 -0.983482 -1.807856 0.0 0.0 0.1 0.4705
H -4.708790 0.324469 -0.015310 0.0 0.1 0.0 0.3752
H -2.950648 0.442722 0.009629 0.0 0.1 0.0 0.2351
H -3.754879 0.170863 2.298140 -0.1 0.0 0.0 0.3967
H -4.654383 -1.279160 1.863044 -0.1 0.0 0.1 0.3430
H -2.540917 -1.970930 2.882418 0.1 0.0 0.0 0.5043
H -1.622231 -0.923981 1.807639 0.0 0.0 0.0 -0.1384
H -1.498517 -3.214636 0.993365 -0.1 -0.1 0.0 0.5018
H -3.260341 -3.388421 1.021178 0.1 0.0 0.0 0.3780
H -2.468293 -4.138968 -1.223717 -0.1 0.1 -0.1 0.3852
H -2.539040 -2.862925 -2.451604 -0.1 0.0 0.0 0.5017
H -0.341004 -4.061504 -2.336775 0.0 0.0 0.0 0.4184
H -0.083785 -3.394005 -0.722020 0.1 -0.1 0.0 0.2722
H 1.062589 -2.036061 -2.503393 -0.2 0.0 0.0 0.4417
H -0.515737 -1.737603 -3.252988 0.1 -0.1 0.0 0.2416
H -1.028370 -0.929752 -0.810132 0.1 0.2 0.1 -0.2340
H 0.057493 2.162726 -0.772966 0.0 -0.1 0.0 0.2478
H -0.557026 0.908933 0.334340 0.1 0.1 -0.1 0.3837
H 2.466481 0.423260 3.623219 -0.1 0.1 -0.2 0.3409
H 2.172662 2.163394 3.372726 0.0 -0.1 -0.1 0.2172
H 5.761941 2.443576 1.346568 0.1 0.0 0.1 0.4360
H 5.910760 3.763043 -0.754156 0.1 0.0 0.0 0.3753
H 3.890913 4.045648 -2.153152 0.0 0.0 -0.1 0.3921
H 1.796000 2.988338 -1.519055 -0.1 -0.1 -0.1 0.2771